21
Properties=species:S:1:pos:R:3:forces:R:3 method="wB97M-V/def2-TZVPD" lumo_energy_ev=0.88 charge=0 spin_multiplicity=1 orbital_gap_ev=9.66 de_lowest_kj_mol=146.5 max_force_ev_per_a=2.7 smiles=CN[C@@H](C)CN.O e_tot_ha=-345.52039
C 0.474513 -1.528486 1.949593 -0.024 0.284 0.503
N 0.604904 -1.358191 0.512277 -0.092 0.675 0.162
C -0.205489 -0.270217 -0.050300 -2.199 -0.053 1.492
C -1.680320 -0.249153 0.530901 -0.120 0.030 -0.329
C 0.449248 1.082380 0.164755 1.183 0.978 -0.028
N 0.500125 1.961592 -1.035523 0.498 -0.665 -0.050
H 0.969625 -0.752098 2.555882 0.142 0.003 -0.550
H -0.551376 -1.537792 2.350630 0.073 -0.290 -0.317
H 0.956645 -2.458461 2.199483 0.126 -0.377 0.266
H 0.466284 -2.247782 0.058904 -0.240 0.146 -0.230
H -0.408001 -0.433507 -1.095156 0.688 -0.126 -0.528
H -2.352598 0.444604 0.001532 0.461 -0.080 -0.135
H -1.828123 -0.016084 1.579973 0.582 0.333 0.263
H -2.136251 -1.227261 0.443747 -0.052 -0.414 -0.330
H 0.068298 1.741228 0.940949 -0.722 -0.679 0.616
H 1.475062 0.885279 0.510555 -0.095 0.005 -0.464
H 1.340065 2.518626 -0.941533 -0.092 0.203 -0.222
H -0.281957 2.602880 -1.038680 -0.018 -0.028 -0.043
O 0.980346 0.047079 -3.373486 0.175 -0.280 -0.166
H 0.071938 0.172972 -3.661573 0.051 0.114 0.080
H 1.087061 0.622391 -2.602929 -0.325 0.223 0.012

***

90
Properties=species:S:1:pos:R:3:forces:R:3 method="wB97M-V/def2-TZVPD" lumo_energy_ev=0.23 charge=0 spin_multiplicity=1 orbital_gap_ev=9.41 de_lowest_kj_mol=121.1 max_force_ev_per_a=2.3 smiles=CCO.CCO.CCO.CCO.CCO.CCO.CCO.CCO.CCO.CCO e_tot_ha=-1550.29011
C -1.580659 0.444968 -0.814330 -0.217 -0.345 0.029
C -0.378309 0.856798 0.033710 -0.143 0.143 -1.646
O 0.478421 1.616588 -0.852920 -1.026 -0.199 0.657
H -1.359079 -0.000292 -1.784250 0.592 -0.108 0.066
H -2.210079 1.292568 -1.085440 -0.029 0.173 0.370
H -2.179969 -0.303472 -0.295900 -0.245 0.090 0.198
H 0.194951 0.015868 0.423980 -0.137 -0.244 -0.019
H -0.754289 1.426158 0.883750 0.237 0.335 0.094
H 1.363271 1.554018 -0.485880 0.829 0.218 -0.054
C 2.568101 0.987478 4.369740 1.649 0.447 -0.467
C 1.384751 0.112608 4.327930 -1.364 -0.739 1.233
O 0.805541 0.186428 3.077750 0.580 0.693 -2.026
H 3.320641 0.629878 3.666950 0.018 -0.165 -0.320
H 3.141661 1.004718 5.296470 -0.544 0.117 0.327
H 2.336051 1.989188 4.008030 -0.126 0.091 0.415
H 0.619721 0.406458 5.046590 0.136 0.082 0.505
H 1.610441 -0.937252 4.514910 0.391 -0.189 0.452
H -0.130209 -0.025382 3.044300 -0.480 -0.157 0.290
C 0.003901 -3.313862 -1.066920 -0.651 -0.082 -0.890
C 0.557921 -2.328402 -2.100920 1.182 0.157 0.927
O 0.045231 -2.485782 -3.402460 -0.287 -0.573 -0.244
H 0.089261 -4.335522 -1.437090 0.510 -0.082 -0.053
H -1.075979 -3.237342 -0.940000 -0.094 0.526 0.256
H 0.501511 -3.238442 -0.100070 0.012 0.184 -0.136
H 1.632121 -2.503572 -2.160180 0.247 -0.084 0.160
H 0.468851 -1.274792 -1.836220 -0.284 -0.009 0.531
H 0.728321 -2.159132 -3.992620 -0.271 0.034 -0.318
C 0.096901 1.278848 -4.601190 -0.120 0.491 -0.791
C 0.555921 2.759218 -4.462840 0.839 -2.087 0.063
O -0.157419 3.359238 -3.432020 -0.634 0.911 -0.171
H 0.132361 0.661848 -3.703320 0.463 0.333 0.302
H 0.652401 0.782358 -5.396810 0.130 -0.123 -0.008
H -0.952199 1.248528 -4.895410 -0.090 0.167 -0.151
H 0.533511 3.237538 -5.442030 -0.879 0.444 0.214
H 1.617291 2.804378 -4.218790 0.383 -0.273 0.107
H -0.050509 2.750778 -2.697220 -0.048 0.030 0.620
C 4.674871 -1.747542 1.941460 0.048 -0.599 -0.181
C 3.244781 -2.096282 1.521290 0.977 0.034 -0.495
O 2.525331 -0.922892 1.217940 -0.342 -0.199 0.119
H 5.207701 -2.654982 2.225620 0.042 -0.075 0.082
H 4.678221 -1.079592 2.802810 -0.124 -0.036 0.069
H 5.261651 -1.274762 1.153890 -0.234 0.005 -0.128
H 2.805621 -2.729782 2.291960 -0.466 0.258 0.193
H 3.177131 -2.662042 0.592070 0.502 -0.269 0.047
H 2.190611 -0.538852 2.031620 -0.711 0.328 0.327
C -0.583569 -2.673802 2.734990 0.137 -0.107 -0.855
C -1.916769 -1.970492 2.539110 -0.320 -1.398 0.495
O -1.812289 -0.654982 2.994570 0.165 1.196 0.376
H -0.227579 -2.663902 3.765180 -0.041 0.518 -0.018
H 0.105481 -2.204442 2.032850 0.466 0.147 0.395
H -0.551389 -3.729222 2.464530 -0.629 -0.052 -0.175
H -2.680699 -2.441702 3.157560 -0.178 -0.421 -0.146
H -2.273809 -1.927292 1.510150 0.264 -0.521 -0.249
H -2.703899 -0.303152 2.941270 0.097 0.507 0.119
C -0.430919 3.318398 3.676900 -0.269 1.203 -0.439
C -0.681259 4.837678 3.995120 0.206 -1.437 -0.395
O -1.594309 4.978448 5.061080 -0.159 0.253 0.157
H 0.184421 2.791238 4.405980 -0.005 0.215 0.132
H 0.037241 3.230488 2.696490 0.249 -0.058 0.020
H -1.389349 2.807168 3.586680 -0.096 0.032 0.149
H -1.117159 5.333198 3.127620 -0.193 -0.148 0.030
H 0.253591 5.365898 4.182530 0.220 -0.071 0.221
H -1.300849 4.413448 5.779590 0.025 0.009 0.106
C -4.651449 1.805328 -4.639230 0.363 -0.795 0.207
C -3.940429 0.537448 -4.106110 -0.180 1.434 0.129
O -3.914879 -0.474072 -5.070160 -0.761 0.077 0.021
H -5.725799 1.621388 -4.634280 -0.043 -0.070 -0.154
H -4.349529 2.025398 -5.663200 0.126 0.143 0.108
H -4.485129 2.652768 -3.974190 0.217 0.053 -0.124
H -4.475999 0.300618 -3.186770 -0.340 -0.653 0.159
H -2.915829 0.680538 -3.762850 0.243 0.701 -0.090
H -3.552129 -1.210332 -4.572230 0.476 -0.819 -0.365
C -3.331869 -4.493712 -2.552680 -0.693 -0.247 0.316
C -3.450239 -3.003032 -2.674830 0.414 0.068 -0.319
O -2.629029 -2.539712 -3.720440 -0.857 0.549 -0.426
H -3.591809 -5.072772 -3.438810 0.031 0.401 -0.253
H -4.071509 -4.766392 -1.799900 0.345 -0.513 0.409
H -2.305119 -4.740012 -2.282090 -0.154 -0.243 0.263
H -3.153629 -2.547692 -1.729950 0.109 0.123 0.290
H -4.465129 -2.645252 -2.848310 -0.080 -0.196 -0.278
H -1.698769 -2.591122 -3.488990 0.527 0.041 -0.043
C 4.999191 1.847058 1.445500 -0.896 0.255 0.192
C 3.536431 2.145198 1.057500 0.861 0.562 0.402
O 3.147391 1.335268 -0.022040 -0.211 0.692 -0.365
H 5.150691 0.795798 1.690440 -0.069 0.114 -0.095
H 5.234811 2.431358 2.334980 0.324 0.114 -0.046
H 5.635301 2.117058 0.602550 0.113 0.014 0.165
H 3.459561 3.204738 0.813440 -0.009 -0.010 -0.473
H 2.829141 2.026168 1.878270 0.109 -0.247 0.268
H 3.022571 0.494518 0.424250 -0.130 -1.069 -0.374

***

19
Properties=species:S:1:pos:R:3:forces:R:3 method="wB97M-V/def2-TZVPD" lumo_energy_ev=0.69 charge=0 spin_multiplicity=1 orbital_gap_ev=10.42 de_lowest_kj_mol=164.2 max_force_ev_per_a=4.6 smiles="CNC(=O)CCCO" e_tot_ha=-402.31560
C -0.095673 2.604650 0.583639 1.070 0.722 -0.656
N -0.228346 1.436208 1.427949 0.317 0.159 -1.828
C -0.403832 0.139260 0.914974 -3.630 1.933 2.058
O -0.549181 -0.735247 1.750067 0.955 -0.972 -0.622
C -0.935812 0.007031 -0.537730 3.368 -0.646 1.382
C 0.376845 0.025939 -1.373843 -1.294 0.556 -2.246
C 1.047219 -1.318210 -1.627299 -0.038 -0.845 1.639
O 0.591522 -2.393385 -0.779750 -0.160 0.122 -0.388
H 0.730618 2.462059 -0.118750 -0.300 -0.303 -0.264
H -0.970804 2.938464 -0.020768 0.277 -0.322 0.700
H 0.351740 3.456617 1.122189 -0.825 -0.260 0.328
H -0.439750 1.625319 2.390544 0.153 -0.648 0.201
H -1.373447 -0.991533 -0.570523 -0.318 0.376 -0.244
H -1.579210 0.824370 -0.804389 -0.350 0.174 0.025
H 1.111740 0.759846 -1.071650 -0.050 0.089 0.543
H 0.039361 0.401128 -2.366458 0.466 -0.160 0.329
H 2.129281 -1.240150 -1.422207 -0.286 0.093 -0.791
H 0.773665 -1.651676 -2.614484 0.539 -0.139 -0.442
H 0.330353 -2.069252 0.086897 0.107 0.070 0.277

***

17
Properties=species:S:1:pos:R:3:forces:R:3 method="wB97M-V/def2-TZVPD" lumo_energy_ev=0.76 charge=0 spin_multiplicity=1 orbital_gap_ev=8.99 de_lowest_kj_mol=355.5 max_force_ev_per_a=2.1 smiles="S=CNOCC1CC1" e_tot_ha=-723.98439
S 2.555502 -1.439226 -0.302297 0.207 0.884 0.476
C 2.685631 0.078661 0.348358 0.230 -1.459 -0.282
N 1.893991 1.122970 0.144336 -1.337 -1.473 -0.674
O 0.916260 1.087084 -0.862835 1.575 0.890 0.159
C -0.418870 1.105153 -0.384426 -0.337 -0.702 0.975
C -0.759921 -0.189090 0.314066 -0.821 -0.645 -0.628
C -2.208045 -0.643315 0.271341 0.677 0.083 -0.629
C -1.161809 -1.424712 -0.504867 0.443 0.629 1.018
H 3.483548 0.351357 1.058433 -0.236 -0.144 -0.264
H 2.232592 1.984003 0.466608 -0.094 1.732 0.037
H -1.006167 1.259078 -1.293141 0.005 -0.096 0.114
H -0.619905 1.934334 0.316131 0.320 0.020 -0.345
H -0.220767 -0.381074 1.231556 0.048 0.076 0.027
H -2.859409 -0.013598 -0.359762 -0.023 -0.511 0.867
H -2.541219 -1.153493 1.175479 -0.503 0.467 -0.417
H -1.087727 -1.292376 -1.585921 -0.112 -0.389 0.372
H -0.883687 -2.385762 -0.033058 -0.040 0.638 -0.807